Computed, not measured: a structure of composition C22H14ClIN4O3Pd in a non-equilibrium geometry, with the ωB97M-V functional and the def2-TZVPD basis.

Computed properties:
Kohn-Sham gap: 2.99 eV
LUMO energy: 4.16 eV
total charge: -2

Each line ends with the Löwdin charge.
CARTESIAN COORDINATES (ANGSTROEM)
Pd (0.560, -0.440, -0.666)  1.02
O (1.159, 3.534, 1.442)  0.02
C (2.088, 3.086, 2.312)  -0.28
C (2.588, 3.988, 3.247)  -0.06
C (3.549, 3.601, 4.170)  -0.15
C (4.015, 2.292, 4.162)  -0.14
C (3.525, 1.387, 3.238)  -0.06
C (2.558, 1.747, 2.291)  -0.09
C (2.042, 0.778, 1.324)  -0.45
O (1.130, 1.192, 0.436)  -0.24
N (2.486, -0.452, 1.353)  0.06
N (1.947, -1.195, 0.374)  -0.26
C (1.943, -2.550, 0.321)  -0.17
C (1.215, -3.117, -0.705)  -0.32
C (1.111, -4.519, -0.971)  -0.10
C (0.412, -4.972, -2.045)  -0.17
C (-0.220, -4.037, -2.920)  -0.17
C (-0.142, -2.702, -2.601)  -0.21
N (0.512, -2.223, -1.546)  -0.09
H (0.926, 2.738, 0.868)  0.07
H (2.201, 5.000, 3.233)  0.10
H (3.930, 4.317, 4.889)  0.08
H (4.762, 1.979, 4.883)  0.08
H (3.875, 0.363, 3.225)  0.09
H (2.504, -3.139, 1.037)  0.08
H (1.587, -5.205, -0.279)  0.09
H (0.313, -6.036, -2.228)  0.07
H (-0.768, -4.363, -3.794)  0.05
H (-0.640, -1.963, -3.222)  0.09
Cl (-6.073, 1.562, -1.758)  0.59
C (-4.655, 0.812, -1.034)  -0.64
C (-4.823, 0.130, 0.154)  -0.21
C (-3.727, -0.472, 0.732)  -0.64
I (-3.931, -1.513, 2.549)  0.80
C (-2.409, -0.478, 0.184)  -0.47
O (-1.451, -1.074, 0.739)  -0.12
C (-2.278, 0.280, -1.065)  -0.10
N (-1.029, 0.389, -1.624)  -0.02
C (-0.867, 1.129, -2.730)  -0.14
C (-1.914, 1.772, -3.365)  -0.08
C (-3.194, 1.671, -2.852)  -0.04
C (-3.403, 0.928, -1.662)  -0.19
H (-5.800, 0.077, 0.614)  0.08
H (0.141, 1.190, -3.119)  0.10
H (-1.725, 2.346, -4.263)  0.09
H (-4.032, 2.160, -3.326)  0.07